ORCA calculation (ωB97M-V with the def2-TZVPD basis set) on C32H34BCeN6O4Si as an isolated structure at a distorted geometry.

Computed properties:
HOMO-LUMO gap in Eh: 0.2169
HOMO in eV: -11.66
Total charge: +1
Energy relative to the best compared isomer or geometry (same formula, charge and spin) in kJ/mol: 68.09

Cartesian coordinates (Å):
Ce1 -0.43 -0.64 -0.28
B1 1.69 0.31 2.71
N1 0.18 -0.04 2.91
C1 -0.41 0.04 4.10
C2 -1.58 -0.70 4.09
C3 -1.63 -1.22 2.81
N2 -0.57 -0.82 2.09
N3 2.03 0.98 1.36
C4 3.13 1.71 1.14
C5 3.29 1.89 -0.22
C6 2.21 1.22 -0.78
N4 1.46 0.67 0.19
H1 2.27 -0.74 2.74
H2 2.00 1.05 3.58
H3 0.03 0.60 4.90
H4 -2.27 -0.85 4.89
H5 -2.37 -1.88 2.38
H6 3.75 2.04 1.94
H7 4.08 2.42 -0.72
H8 1.94 1.10 -1.83
O1 0.70 -2.05 -1.43
Si1 0.37 -3.57 -1.22
C7 1.44 -4.22 0.23
C8 1.85 -5.53 0.44
C9 2.69 -5.86 1.49
C10 3.12 -4.88 2.37
C11 2.68 -3.57 2.20
C12 1.85 -3.25 1.15
C13 0.44 -4.47 -2.90
C14 0.57 -3.69 -4.04
C15 0.67 -4.26 -5.30
C16 0.65 -5.64 -5.43
C17 0.50 -6.43 -4.30
C18 0.39 -5.85 -3.05
C19 -1.42 -3.74 -0.46
C20 -1.81 -4.85 0.28
C21 -3.09 -4.99 0.77
C22 -4.01 -3.97 0.60
C23 -3.65 -2.83 -0.10
C24 -2.38 -2.73 -0.66
H9 1.53 -6.31 -0.24
H10 3.01 -6.88 1.62
H11 3.79 -5.12 3.18
H12 2.98 -2.81 2.90
H13 1.52 -2.22 1.00
H14 0.59 -2.61 -3.93
H15 0.75 -3.63 -6.18
H16 0.76 -6.09 -6.41
H17 0.47 -7.51 -4.40
H18 0.25 -6.48 -2.19
H19 -1.10 -5.65 0.44
H20 -3.39 -5.90 1.27
H21 -5.01 -4.07 1.00
H22 -4.38 -2.04 -0.25
H23 -2.20 -1.96 -1.44
C25 -4.76 0.69 -1.59
C26 -4.12 0.96 -2.95
C27 -2.82 1.80 -2.84
C28 -2.17 1.94 -4.23
C29 -0.85 2.69 -4.13
C30 -3.20 3.18 -2.34
O2 -3.88 3.95 -2.98
N5 -2.73 3.51 -1.10
C31 -2.08 2.66 -0.19
O3 -1.89 3.03 0.94
N6 -1.66 1.45 -0.65
C32 -1.88 1.07 -1.91
O4 -1.35 0.01 -2.31
H24 -5.62 0.04 -1.71
H25 -5.08 1.61 -1.12
H26 -4.05 0.20 -0.92
H27 -4.82 1.51 -3.58
H28 -3.88 0.01 -3.44
H29 -2.86 2.47 -4.87
H30 -1.99 0.94 -4.63
H31 -1.01 3.71 -3.79
H32 -0.36 2.73 -5.10
H33 -0.18 2.20 -3.43
H34 -2.97 4.43 -0.74

ORCA calculation (ωB97M-V with the def2-TZVPD basis set) on one molecule with the formula C3H7Cl2NS at a distorted geometry.

Computed properties:
HOMO-LUMO gap in Eh: 0.3599
HOMO in eV: -9.13
SMILES: N[C@@H](CS)C(Cl)Cl
Energy relative to the best compared isomer or geometry (same formula, charge and spin) in kJ/mol: 3.55

Cartesian coordinates (Å):
N1 -0.98 0.55 1.87
C1 -0.24 -0.49 1.07
C2 -1.16 -1.19 0.08
S1 -2.26 -0.17 -0.86
C3 1.04 0.11 0.52
Cl1 0.82 1.63 -0.52
Cl2 2.06 -1.05 -0.36
H1 -0.34 0.95 2.56
H2 -1.38 1.32 1.36
H3 0.07 -1.29 1.73
H4 -1.75 -1.93 0.60
H5 -0.54 -1.73 -0.64
H6 -1.32 0.62 -1.27
H7 1.62 0.46 1.40

ORCA calculation (ωB97M-V with the def2-TZVPD basis set) on a 2-piece molecular cluster, C3H6NO2S overall at a distorted geometry.

Computed properties:
HOMO-LUMO gap in Eh: 0.2454
HOMO in eV: -3.02
Total charge: -1
Energy relative to the best compared isomer or geometry (same formula, charge and spin) in kJ/mol: 178.78

Cartesian coordinates (Å):
C1 -1.28 -0.52 1.12
C2 1.39 1.67 0.23
C3 1.65 0.78 -0.86
N1 1.16 2.49 0.98
O1 -1.46 0.19 -1.48
O2 -3.49 0.43 -0.06
S1 -1.99 0.67 -0.19
H1 -1.10 -0.06 2.06
H2 -0.33 -0.74 0.73
H3 -1.90 -1.44 1.36
H4 2.18 -0.04 -0.47
H5 1.98 1.22 -1.73
H6 0.61 0.45 -1.14

ORCA calculation (ωB97M-V with the def2-TZVPD basis set) on a 7-piece molecular cluster, C20H44BCl12NO7P overall at a distorted geometry.

Computed properties:
HOMO-LUMO gap in Eh: 0.3576
HOMO in eV: -12.20
Total charge: +1

Cartesian coordinates (Å):
C1 4.60 -2.25 -0.62
C2 5.56 -1.16 -1.06
O1 4.91 0.09 -1.39
C3 3.81 0.01 -2.17
O2 3.68 -0.80 -3.04
C4 2.79 1.08 -1.85
C5 2.56 1.33 -0.36
C6 2.31 2.82 -0.06
N1 1.18 3.12 0.91
C7 -0.20 2.97 0.30
C8 -0.87 1.61 0.51
C9 -1.77 1.23 -0.68
P1 -1.30 -0.45 -1.21
O3 0.11 -0.74 -0.87
O4 -2.33 -1.40 -0.49
C10 -1.85 -2.27 0.58
C11 -3.04 -2.65 1.45
O5 -1.58 -0.65 -2.76
C12 -1.88 0.47 -3.62
C13 -0.64 1.32 -3.86
C14 1.36 2.44 2.23
B1 0.44 3.11 3.35
O6 0.26 4.45 3.21
O7 -0.09 2.43 4.39
H1 5.15 -2.96 0.01
H2 4.17 -2.79 -1.46
H3 3.79 -1.84 -0.01
H4 6.26 -0.90 -0.27
H5 6.15 -1.49 -1.92
H6 3.12 2.00 -2.36
H7 1.87 0.75 -2.34
H8 3.44 1.01 0.19
H9 1.73 0.70 -0.04
H10 2.11 3.39 -0.96
H11 3.19 3.25 0.42
H12 1.27 4.11 1.12
H13 -0.81 3.76 0.74
H14 -0.08 3.20 -0.76
H15 -0.13 0.83 0.66
H16 -1.48 1.66 1.42
H17 -2.82 1.22 -0.38
H18 -1.68 1.95 -1.49
H19 -1.40 -3.15 0.13
H20 -1.10 -1.74 1.16
H21 -3.55 -3.54 1.06
H22 -3.74 -1.82 1.47
H23 -2.71 -2.85 2.47
H24 -2.73 1.04 -3.24
H25 -2.21 0.03 -4.56
H26 0.01 0.85 -4.59
H27 -0.08 1.48 -2.94
H28 -0.95 2.29 -4.25
H29 2.40 2.61 2.52
H30 1.25 1.37 2.13
H31 -0.43 4.81 3.78
H32 -0.01 1.47 4.32
C15 2.30 4.18 -5.16
Cl1 1.22 4.94 -3.97
Cl2 2.39 2.44 -4.93
H33 1.91 4.39 -6.15
H34 3.29 4.60 -5.04
C16 4.21 0.73 4.75
Cl3 2.46 0.48 5.01
Cl4 4.63 0.67 3.04
H35 4.46 1.71 5.14
H36 4.74 -0.06 5.28
C17 -2.66 -4.05 -3.52
Cl5 -1.97 -5.40 -2.62
Cl6 -4.41 -4.20 -3.69
H37 -2.45 -3.12 -3.00
H38 -2.22 -4.03 -4.51
C18 -6.72 -1.72 3.16
Cl7 -6.23 -0.39 2.10
Cl8 -5.51 -2.06 4.40
H39 -7.64 -1.44 3.65
H40 -6.85 -2.61 2.55
C19 3.46 -2.65 6.87
Cl9 4.23 -4.19 6.49
Cl10 4.58 -1.51 7.64
H41 3.12 -2.21 5.94
H42 2.64 -2.82 7.55
C20 -8.15 -3.57 -3.21
Cl11 -9.27 -3.93 -1.89
Cl12 -7.77 -4.99 -4.18
H43 -8.61 -2.83 -3.85
H44 -7.23 -3.20 -2.78

ORCA calculation (ωB97M-V with the def2-TZVPD basis set) on C28H20BrClIN5O7SSr as an isolated structure at a distorted geometry.

Computed properties:
HOMO-LUMO gap in Eh: 0.2129
HOMO in eV: -1.97
Total charge: -2
Energy relative to the best compared isomer or geometry (same formula, charge and spin) in kJ/mol: 156.98

Cartesian coordinates (Å):
Sr1 -0.78 -0.39 0.92
C1 1.52 2.96 1.93
C2 1.41 1.47 1.95
N1 1.43 0.73 0.91
N2 1.58 1.34 -0.33
C3 1.17 0.52 -1.30
O1 0.72 -0.65 -1.18
C4 1.22 1.12 -2.69
C5 1.46 2.47 -2.91
C6 1.38 3.00 -4.19
C7 1.07 2.17 -5.27
C8 0.84 0.82 -5.05
C9 0.92 0.29 -3.77
C10 1.14 0.78 3.26
C11 0.97 1.51 4.44
C12 0.61 0.84 5.59
C13 0.49 -0.53 5.57
C14 0.73 -1.18 4.37
N3 1.07 -0.55 3.24
H1 1.74 3.29 0.92
H2 2.30 3.31 2.61
H3 0.56 3.39 2.25
H4 1.68 3.10 -2.06
H5 1.55 4.06 -4.36
H6 0.98 2.58 -6.27
H7 0.57 0.17 -5.88
H8 0.71 -0.75 -3.56
H9 1.04 2.59 4.43
H10 0.40 1.40 6.50
H11 0.16 -1.09 6.43
H12 0.63 -2.26 4.30
O2 -3.56 0.74 2.18
S1 -2.30 0.61 2.92
O3 -2.40 1.02 4.32
O4 -1.82 -0.82 2.83
O5 -1.26 1.44 2.20
O6 2.77 -5.80 2.65
C15 1.98 -4.79 2.15
C16 2.51 -3.72 1.45
C17 1.65 -2.74 1.00
N4 0.32 -2.81 1.19
C18 -0.15 -3.86 1.83
Br1 -2.04 -3.99 1.98
C19 0.62 -4.88 2.35
H13 3.68 -5.60 2.42
H14 3.58 -3.64 1.26
H15 1.99 -1.87 0.46
H16 0.18 -5.72 2.88
Cl1 -2.94 0.92 -5.92
C20 -2.57 0.18 -4.36
C21 -2.48 -1.18 -4.27
C22 -2.20 -1.81 -3.05
I1 -1.99 -3.89 -2.99
C23 -2.03 -1.12 -1.83
O7 -1.85 -1.67 -0.71
C24 -2.07 0.36 -1.98
N5 -1.76 1.08 -0.87
C25 -1.74 2.39 -0.91
C26 -2.04 3.09 -2.09
C27 -2.34 2.40 -3.23
C28 -2.35 0.98 -3.21
H17 -2.61 -1.78 -5.17
H18 -1.49 2.89 0.02
H19 -2.02 4.17 -2.09
H20 -2.55 2.91 -4.15

ORCA calculation (ωB97M-V with the def2-TZVPD basis set) on C56H68AgF6N8O4 as an isolated structure at a distorted geometry.

Computed properties:
HOMO-LUMO gap in Eh: 0.0300
HOMO in eV: -13.90
Total charge: +7

Cartesian coordinates (Å):
Ag1 -15.30 -3.33 2.03
C1 -14.07 -0.09 -14.75
O1 -15.51 -0.26 -14.94
O2 -13.47 -0.34 -15.97
C2 -13.67 1.09 -13.79
F1 -12.58 0.81 -13.17
F2 -13.41 2.29 -14.44
F3 -14.50 1.32 -12.80
C3 -16.31 -0.88 -13.97
C4 -17.79 -0.48 -14.03
H1 -18.43 -0.85 -13.23
H2 -17.86 0.60 -13.99
H3 -18.36 -0.75 -14.92
H4 -15.97 -0.76 -12.94
H5 -16.12 -1.92 -14.25
H6 -13.84 -1.03 -14.24
C5 -13.74 -6.47 -3.55
O3 -14.18 -5.58 -4.60
O4 -14.47 -6.12 -2.41
C6 -13.74 -7.99 -4.09
F4 -14.05 -8.88 -3.13
F5 -14.44 -8.26 -5.15
F6 -12.41 -8.30 -4.36
C7 -13.50 -5.69 -5.91
C8 -14.20 -4.69 -6.82
H7 -14.06 -3.70 -6.39
H8 -13.75 -4.69 -7.81
H9 -15.29 -4.75 -6.94
H10 -13.57 -6.66 -6.41
H11 -12.45 -5.42 -5.83
H12 -12.72 -6.17 -3.30
C9 -22.88 0.75 -8.51
N1 -22.26 -0.45 -7.98
C10 -21.50 -0.25 -6.86
C11 -20.96 -1.36 -6.23
C12 -21.15 -2.65 -6.77
C13 -22.03 -2.73 -7.89
C14 -22.56 -1.63 -8.55
C15 -20.57 -3.84 -6.10
C16 -20.32 -4.98 -6.80
C17 -20.04 -6.18 -6.09
N2 -19.99 -6.20 -4.75
C18 -20.23 -5.08 -4.03
C19 -20.49 -3.88 -4.67
C20 -19.90 -7.51 -4.05
H13 -23.44 0.57 -9.43
H14 -22.28 1.65 -8.64
H15 -23.61 1.11 -7.79
H16 -21.51 0.72 -6.39
H17 -20.33 -1.27 -5.35
H18 -22.29 -3.74 -8.16
H19 -23.27 -1.64 -9.37
H20 -20.49 -5.08 -7.86
H21 -19.95 -7.11 -6.63
H22 -20.24 -5.25 -2.96
H23 -20.82 -2.95 -4.22
H24 -19.51 -7.30 -3.06
H25 -19.20 -8.16 -4.58
H26 -20.91 -7.93 -4.00
C21 -15.94 -13.39 2.72
N3 -14.80 -12.46 2.80
C22 -14.94 -11.08 2.96
C23 -13.89 -10.24 2.93
C24 -12.58 -10.77 2.77
C25 -12.45 -12.18 2.70
C26 -13.61 -12.99 2.63
C27 -11.46 -9.78 2.66
C28 -10.48 -10.05 1.71
C29 -9.44 -9.14 1.53
N4 -9.35 -7.96 2.20
C30 -10.30 -7.67 3.10
C31 -11.35 -8.53 3.34
C32 -8.25 -6.96 1.97
H27 -16.57 -13.19 3.58
H28 -15.50 -14.38 2.69
H29 -16.50 -13.20 1.80
H30 -15.96 -10.75 3.02
H31 -13.86 -9.16 2.98
H32 -11.46 -12.56 2.49
H33 -13.52 -14.05 2.43
H34 -10.51 -10.93 1.09
H35 -8.64 -9.30 0.82
H36 -10.25 -6.73 3.62
H37 -12.10 -8.29 4.08
H38 -8.81 -6.08 1.65
H39 -7.56 -7.29 1.20
H40 -7.75 -6.83 2.93
C33 -8.42 -8.65 -9.82
N5 -8.29 -7.21 -10.24
C34 -9.30 -6.56 -10.84
C35 -9.05 -5.24 -11.30
C36 -7.71 -4.66 -11.17
C37 -6.75 -5.35 -10.48
C38 -7.07 -6.67 -10.06
C39 -7.38 -3.21 -11.59
C40 -6.90 -2.18 -10.69
C41 -6.50 -0.94 -11.21
N6 -6.56 -0.70 -12.57
C42 -7.04 -1.61 -13.44
C43 -7.46 -2.88 -12.98
C44 -6.15 0.61 -13.15
H41 -7.84 -8.72 -8.90
H42 -8.05 -9.28 -10.63
H43 -9.45 -8.92 -9.57
H44 -10.19 -7.16 -10.88
H45 -9.70 -4.62 -11.91
H46 -5.79 -4.89 -10.27
H47 -6.36 -7.30 -9.55
H48 -6.89 -2.37 -9.63
H49 -6.02 -0.20 -10.58
H50 -6.98 -1.30 -14.47
H51 -7.76 -3.61 -13.72
H52 -7.06 1.14 -13.43
H53 -5.61 0.37 -14.07
H54 -5.41 1.10 -12.51
C45 -10.92 1.72 -3.20
N7 -10.11 2.90 -3.12
C46 -10.61 4.01 -3.78
C47 -9.93 5.20 -3.56
C48 -8.74 5.27 -2.78
C49 -8.25 4.06 -2.18
C50 -8.99 2.90 -2.40
C51 -8.06 6.56 -2.60
C52 -6.70 6.64 -2.77
C53 -5.95 7.86 -2.68
N8 -6.75 8.97 -2.44
C54 -8.06 8.98 -2.30
C55 -8.72 7.80 -2.39
C56 -6.08 10.26 -2.38
H55 -10.28 1.04 -3.76
H56 -11.97 1.83 -3.47
H57 -10.95 1.42 -2.15
H58 -11.50 3.95 -4.38
H59 -10.27 6.07 -4.10
H60 -7.34 3.99 -1.60
H61 -8.80 1.92 -1.97
H62 -6.17 5.74 -3.06
H63 -4.89 8.01 -2.81
H64 -8.56 9.92 -2.09
H65 -9.80 7.85 -2.47
H66 -5.88 10.36 -1.32
H67 -6.70 11.01 -2.87
H68 -5.10 10.28 -2.86

ORCA calculation (ωB97M-V with the def2-TZVPD basis set) on a 2-piece molecular cluster, CH4BrOP overall at a distorted geometry.

Computed properties:
HOMO-LUMO gap in Eh: 0.3644
HOMO in eV: -9.52
Energy relative to the best compared isomer or geometry (same formula, charge and spin) in kJ/mol: 202.89

Cartesian coordinates (Å):
C1 0.04 -0.34 -0.40
O1 0.96 0.60 -0.50
P1 -0.74 -0.20 1.30
Br1 -1.21 -0.27 -1.92
H1 0.57 -1.68 -0.67
H2 1.03 0.71 -1.47
H3 0.27 0.03 2.41
H4 -0.92 1.14 1.25

ORCA calculation (ωB97M-V with the def2-TZVPD basis set) on one molecule with the formula C19H23NO6S at a distorted geometry.

Computed properties:
HOMO-LUMO gap in Eh: 0.3223
HOMO in eV: -8.31
SMILES: COc1ccccc1O[C@H](C)C(=O)N(Cc1ccco1)[C@H]1CCS(=O)(=O)C1
Energy relative to the best compared isomer or geometry (same formula, charge and spin) in kJ/mol: 114.51

Cartesian coordinates (Å):
C1 3.42 -0.59 -2.89
O1 2.58 0.20 -2.09
C2 2.64 0.05 -0.73
C3 3.41 -0.90 -0.07
C4 3.36 -0.99 1.31
C5 2.55 -0.15 2.04
C6 1.77 0.80 1.39
C7 1.82 0.92 0.01
O2 1.12 1.82 -0.75
C8 0.20 2.72 -0.16
C9 0.88 3.87 0.58
C10 -0.86 2.04 0.73
O3 -1.17 2.52 1.80
N1 -1.45 0.91 0.25
C11 -2.41 0.25 1.14
C12 -1.77 -0.80 2.00
C13 -2.04 -2.14 2.11
C14 -1.15 -2.64 3.08
C15 -0.39 -1.58 3.48
O4 -0.76 -0.47 2.83
C16 -1.35 0.41 -1.11
C17 -0.88 -1.07 -1.13
C18 -1.50 -1.78 -2.31
S1 -3.20 -1.16 -2.21
O5 -3.85 -1.73 -1.06
O6 -3.89 -1.24 -3.47
C19 -2.69 0.55 -1.85
H1 3.24 -0.27 -3.91
H2 3.19 -1.65 -2.80
H3 4.48 -0.43 -2.64
H4 4.04 -1.57 -0.63
H5 3.97 -1.73 1.81
H6 2.50 -0.22 3.11
H7 1.13 1.43 1.98
H8 -0.33 3.14 -1.02
H9 1.47 3.50 1.42
H10 1.54 4.39 -0.11
H11 0.13 4.55 0.96
H12 -2.83 1.02 1.79
H13 -3.20 -0.23 0.56
H14 -2.80 -2.67 1.57
H15 -1.08 -3.65 3.43
H16 0.40 -1.50 4.19
H17 -0.60 1.00 -1.64
H18 0.20 -1.10 -1.15
H19 -1.22 -1.56 -0.22
H20 -1.47 -2.86 -2.23
H21 -1.10 -1.46 -3.27
H22 -3.45 1.05 -1.27
H23 -2.58 1.03 -2.82